Record 1
Here is one molecule with the formula C8H10 in a non-equilibrium geometry from OMol25. Energies are from wB97M-V/def2-TZVPD.

Results
E_HOMO in eV: -8.887
ΔE to the lowest compared entry with this formula, charge and spin in kcal/mol: 30.90
HOMO-LUMO gap in eV: 9.873
Calculated total energy in eV: -8456.930

Each line ends with the Löwdin charge.
Cartesian coordinates (Å):
C (-0.723, 2.233, -1.198)  -0.109
C (-0.645, 1.574, 0.185)  -0.240
C (-0.173, 0.161, 0.151)  -0.266
C (-1.027, -0.979, -0.041)  -0.015
C (-0.435, -2.280, 0.022)  -0.087
C (0.922, -2.504, 0.365)  -0.051
C (1.728, -1.324, 0.619)  -0.072
C (1.147, -0.092, 0.526)  -0.084
H (-0.360, 1.574, -1.999)  0.081
H (0.085, 3.001, -1.197)  0.071
H (-1.590, 2.876, -1.304)  0.063
H (0.126, 2.086, 0.897)  0.127
H (-1.702, 1.728, 0.660)  0.134
H (-2.105, -0.705, 0.043)  0.117
H (-1.016, -3.162, -0.010)  0.076
H (1.259, -3.506, 0.340)  0.077
H (2.661, -1.338, 1.014)  0.061
H (1.847, 0.657, 0.926)  0.116

=====

Record 2
Here is C5H18BrNSi3 as an isolated structure in a non-equilibrium geometry from OMol25. Energies are from wB97M-V/def2-TZVPD.

Results
E_HOMO in eV: -8.081
ΔE to the lowest compared entry with this formula, charge and spin in kcal/mol: 114.99
HOMO-LUMO gap in eV: 7.739
Calculated total energy in eV: -100640.388

Each line ends with the Löwdin charge.
Cartesian coordinates (Å):
C (1.407, -3.084, -0.494)  -0.247
C (1.377, -0.902, 2.722)  -0.368
C (-0.922, 1.785, -2.526)  -0.199
C (-2.469, 0.513, -0.124)  -0.197
C (0.043, 2.465, 0.285)  -0.231
N (0.312, -0.354, -0.718)  -0.754
Si (0.001, -2.065, -1.162)  0.470
Si (0.346, 0.739, 3.090)  0.746
Si (-0.793, 1.115, -0.770)  0.342
Br (2.126, 0.158, -0.769)  0.681
H (1.540, -2.879, 0.551)  0.006
H (1.215, -4.128, -0.734)  0.023
H (2.251, -2.670, -1.073)  0.004
H (0.566, -1.583, 2.828)  -0.023
H (1.760, -0.808, 1.791)  -0.118
H (2.209, -0.930, 3.468)  0.028
H (-1.493, 0.995, -3.133)  0.052
H (-1.550, 2.704, -2.411)  0.035
H (0.033, 2.115, -3.001)  0.038
H (-3.029, 1.320, 0.215)  -0.010
H (-3.000, -0.122, -0.892)  0.047
H (-2.443, 0.043, 0.890)  0.035
H (1.063, 2.101, 0.354)  -0.058
H (-0.087, 3.365, -0.229)  0.005
H (-0.310, 2.567, 1.316)  -0.042
H (-1.420, -2.163, -0.614)  -0.029
H (-0.168, -1.762, -2.592)  -0.043
H (1.436, 1.465, 3.732)  -0.193

=====

Record 3
Here is one molecule with the formula C5H7FO in a non-equilibrium geometry from OMol25. Energies are from wB97M-V/def2-TZVPD.

Results
E_HOMO in eV: -8.943
ΔE to the lowest compared entry with this formula, charge and spin in kcal/mol: 107.08
HOMO-LUMO gap in eV: 9.824
Calculated total energy in eV: -10058.100

Each line ends with the Löwdin charge.
Cartesian coordinates (Å):
C (0.941, 0.223, 2.286)  -0.094
C (1.118, 0.015, 0.719)  -0.326
F (2.179, -0.824, 0.634)  0.034
C (0.238, 0.614, -0.166)  0.012
C (-0.209, -0.126, -1.450)  -0.419
C (-1.630, -0.472, -1.888)  -0.037
O (-0.770, 0.548, -2.371)  -0.051
H (1.846, 0.602, 3.026)  0.109
H (-0.076, 0.764, 2.500)  0.069
H (0.466, -0.873, 2.805)  0.139
H (-0.476, 1.630, -0.163)  0.186
H (0.691, -0.736, -1.832)  0.161
H (-1.718, -1.285, -2.600)  0.096
H (-2.599, -0.080, -1.501)  0.121

=====

Record 4
Here is CH3BrI2Si as an isolated structure in a non-equilibrium geometry from OMol25. Energies are from wB97M-V/def2-TZVPD.

Results
E_HOMO (spin up / spin down) in eV: -8.049 / -8.175
ΔE to the lowest compared entry with this formula, charge and spin in kcal/mol: 104.85
HOMO-LUMO gap (spin up / spin down) in eV: 5.493 / 5.783
Calculated total energy in eV: -95205.670

Each line ends with the Löwdin charge.
Cartesian coordinates (Å):
C (-0.772, 0.490, 0.543)  -0.832
Si (0.214, -1.101, 0.140)  0.275
Br (-0.425, 0.792, 2.419)  0.594
I (2.724, -1.147, 0.324)  0.344
I (0.713, -1.165, -3.731)  -0.401
H (-1.854, 0.317, 0.440)  0.014
H (-0.705, 1.473, -0.023)  0.061
H (-0.098, -2.592, 0.319)  -0.054

=====

Record 5
Here is a 10-piece molecular cluster, C8H36O14 overall in a non-equilibrium geometry from OMol25. Energies are from wB97M-V/def2-TZVPD.

Results
E_HOMO in eV: -10.160
ΔE to the lowest compared entry with this formula, charge and spin in kcal/mol: 80.65
HOMO-LUMO gap in eV: 10.083
Calculated total energy in eV: -37540.405

Each line ends with the Löwdin charge.
Cartesian coordinates (Å):
O (5.619, 2.673, -3.430)  -0.059
C (6.033, 3.265, -2.210)  -0.264
C (4.837, 3.656, -1.377)  -0.207
O (3.921, 2.577, -0.963)  -0.089
H (6.288, 2.030, -3.678)  0.090
H (6.706, 2.640, -1.624)  0.118
H (6.691, 4.096, -2.465)  0.116
H (4.201, 4.197, -2.079)  0.114
H (5.065, 4.197, -0.459)  0.122
H (3.650, 2.243, -1.822)  0.062
O (-0.987, 6.868, 2.079)  -0.046
C (-0.112, 5.822, 2.546)  -0.242
C (-0.667, 4.426, 2.778)  -0.248
O (-1.682, 4.630, 3.751)  -0.070
H (-0.710, 7.123, 1.195)  0.079
H (0.579, 5.587, 1.736)  0.103
H (0.661, 6.104, 3.261)  0.117
H (0.027, 3.728, 3.248)  0.115
H (-1.015, 3.892, 1.893)  0.114
H (-1.970, 3.748, 3.997)  0.078
O (-2.156, -5.027, -0.865)  -0.103
C (-2.855, -6.240, -0.597)  -0.201
C (-4.296, -6.059, -1.339)  -0.217
O (-4.218, -6.453, -2.701)  -0.061
H (-1.355, -4.983, -0.337)  0.075
H (-2.238, -7.094, -0.878)  0.112
H (-3.026, -6.203, 0.479)  0.099
H (-4.776, -5.103, -1.133)  0.114
H (-4.946, -6.744, -0.794)  0.099
H (-4.064, -5.624, -3.160)  0.083
O (-3.871, 0.310, 0.094)  -0.081
C (-4.906, 1.105, 0.680)  -0.204
C (-5.953, 0.161, 1.354)  -0.257
O (-5.498, -0.244, 2.602)  -0.055
H (-3.659, -0.327, 0.780)  0.054
H (-4.337, 1.713, 1.382)  0.115
H (-5.390, 1.711, -0.086)  0.115
H (-6.242, -0.678, 0.721)  0.112
H (-6.989, 0.480, 1.474)  0.115
H (-4.570, -0.477, 2.519)  0.061
O (5.720, -3.569, -0.653)  -0.051
H (5.334, -3.017, 0.026)  0.021
H (6.518, -3.917, -0.254)  0.030
O (0.972, -0.704, 0.359)  -0.050
H (0.767, -0.460, -0.544)  0.016
H (1.684, -0.115, 0.611)  0.023
O (0.171, -0.125, -3.381)  -0.048
H (0.214, 0.417, -4.168)  0.033
H (-0.747, -0.087, -3.112)  0.034
O (-2.166, -2.018, 2.724)  -0.044
H (-2.443, -2.743, 3.284)  0.035
H (-1.267, -2.235, 2.477)  0.031
O (5.115, -0.279, 2.149)  -0.053
H (4.704, 0.557, 2.366)  0.029
H (4.600, -0.931, 2.623)  0.026
O (2.945, -3.022, -4.027)  -0.051
H (3.492, -3.303, -3.293)  0.024
H (2.596, -2.174, -3.756)  0.017

=====

Record 6
Here is CH4NO3P as an isolated structure in a non-equilibrium geometry from OMol25. Energies are from wB97M-V/def2-TZVPD.

Results
E_HOMO in eV: -9.444
ΔE to the lowest compared entry with this formula, charge and spin in kcal/mol: 93.72
HOMO-LUMO gap in eV: 8.632
Calculated total energy in eV: -18020.754

Each line ends with the Löwdin charge.
Cartesian coordinates (Å):
C (2.097, 0.817, 0.125)  0.017
N (1.178, 0.080, -0.283)  -0.064
O (-1.903, 1.021, -0.207)  -0.239
O (-1.290, -1.541, -0.266)  -0.093
O (-0.694, -0.370, 1.830)  -0.272
P (-1.198, -0.072, 0.454)  0.417
H (1.734, 1.741, 0.601)  0.044
H (0.054, 0.406, -0.531)  0.082
H (-1.310, -1.222, -1.116)  0.007
H (1.331, -0.858, -0.607)  0.102

=====

Record 7
Here is a 2-piece molecular cluster, C3H9NO3 overall in a non-equilibrium geometry from OMol25. Energies are from wB97M-V/def2-TZVPD.

Results
E_HOMO in eV: -9.505
ΔE to the lowest compared entry with this formula, charge and spin in kcal/mol: 47.60
HOMO-LUMO gap in eV: 10.326
Calculated total energy in eV: -10888.517

Each line ends with the Löwdin charge.
Cartesian coordinates (Å):
O (2.259, 0.733, -1.105)  0.043
C (1.087, 0.947, -1.150)  -0.234
C (0.174, 0.867, 0.096)  -0.185
N (-0.953, 0.003, -0.082)  -0.053
C (-2.272, 0.214, 0.434)  -0.299
O (-2.444, 0.017, 1.828)  -0.049
H (0.491, 1.040, -2.105)  0.133
H (-0.099, 1.893, 0.352)  0.132
H (0.879, 0.510, 0.856)  0.120
H (-0.730, -0.981, -0.079)  0.125
H (-2.606, 1.259, 0.279)  0.126
H (-2.925, -0.446, -0.144)  0.117
H (-1.659, -0.411, 2.141)  0.066
O (2.603, -2.036, -0.250)  -0.069
H (3.420, -2.473, -0.509)  0.035
H (2.773, -1.137, -0.562)  -0.008

=====

Record 8
Here is a 2-piece molecular cluster, C11H13ClOSi overall in a non-equilibrium geometry from OMol25. Energies are from wB97M-V/def2-TZVPD.

Results
E_HOMO (spin up / spin down) in eV: -7.915 / -7.734
ΔE to the lowest compared entry with this formula, charge and spin in kcal/mol: 85.17
HOMO-LUMO gap (spin up / spin down) in eV: 8.455 / 6.806
Calculated total energy in eV: -34061.350

Each line ends with the Löwdin charge.
Cartesian coordinates (Å):
C (-4.212, -1.026, -0.486)  -0.097
C (5.315, 0.753, -0.308)  -0.058
C (-3.016, -0.366, 0.095)  -0.139
C (3.980, 1.093, 0.128)  -0.131
C (-5.092, -0.029, -0.867)  -0.095
C (5.199, -0.406, -1.018)  -0.108
C (-3.153, 0.963, 0.132)  -0.128
C (3.078, 0.309, -0.419)  -0.358
C (-4.513, 1.309, -0.408)  -0.203
C (3.800, -0.718, -1.297)  -0.201
C (0.246, -0.462, 2.173)  -0.099
O (1.041, -0.100, 1.218)  -0.290
Si (1.241, 0.480, -0.276)  0.239
Cl (0.727, 2.445, -0.329)  0.302
H (-4.417, -2.135, -0.335)  0.113
H (6.214, 1.329, -0.178)  0.098
H (-2.111, -0.945, 0.512)  0.106
H (3.699, 1.984, 0.690)  0.106
H (-6.177, -0.186, -1.059)  0.103
H (5.994, -0.938, -1.451)  0.085
H (-4.312, 1.949, -1.363)  0.155
H (-5.090, 1.700, 0.336)  0.079
H (3.524, -0.475, -2.394)  0.163
H (3.574, -1.741, -0.975)  0.122
H (-0.069, -1.441, 2.366)  0.044
H (-2.354, 1.704, 0.472)  0.109
H (-0.482, 0.275, 2.604)  0.085

=====

Record 9
Here is one molecule with the formula C4H5NO in a non-equilibrium geometry from OMol25. Energies are from wB97M-V/def2-TZVPD.

Results
E_HOMO in eV: -8.345
ΔE to the lowest compared entry with this formula, charge and spin in kcal/mol: 107.71
HOMO-LUMO gap in eV: 8.981
Calculated total energy in eV: -7761.856

Each line ends with the Löwdin charge.
Cartesian coordinates (Å):
O (-0.070, -1.042, -1.655)  0.089
C (-0.295, -0.455, -0.480)  -0.374
C (-0.512, 0.988, -0.475)  -0.071
C (0.788, 0.806, 0.401)  -0.074
N (0.291, 0.281, 1.660)  -0.002
C (0.401, -0.767, 0.693)  -0.173
H (0.784, -1.527, -1.436)  0.155
H (-0.401, 1.437, -1.461)  0.115
H (-1.356, 1.389, 0.081)  0.107
H (-0.696, 0.500, 1.814)  0.091
H (1.066, -1.610, 0.858)  0.137

=====

Record 10
Here is C3H6F4GaO2 as an isolated structure from OMol25. Energies are from wB97M-V/def2-TZVPD.

Results
E_HOMO in eV: -4.957
ΔE to the lowest compared entry with this formula, charge and spin in kcal/mol: 1.40
HOMO-LUMO gap in eV: 8.715
Charge: -1
Calculated total energy in eV: -70546.880

Each line ends with the Löwdin charge.
Cartesian coordinates (Å):
O (2.346, -1.827, 0.824)  -0.108
O (2.013, -1.521, -0.533)  -0.269
C (1.873, -0.094, -0.662)  -0.310
Ga (0.578, 0.837, 0.646)  0.440
C (-1.267, 0.874, -0.306)  -0.510
F (-2.016, 1.987, 0.042)  -0.023
F (-1.088, 0.972, -1.681)  -0.020
C (-2.174, -0.337, -0.089)  -0.343
F (-2.890, -0.187, 1.070)  0.035
F (-3.101, -0.488, -1.101)  0.024
H (1.481, -1.885, 1.248)  0.041
H (1.441, 0.033, -1.653)  0.043
H (2.858, 0.375, -0.660)  0.036
H (0.505, 0.167, 2.098)  -0.086
H (1.057, 2.364, 0.792)  -0.090
H (-1.616, -1.269, -0.034)  0.142